1.
Molecular formula: C10H19NO5Ti
Method: DFT, ωB97M-V/def2-TZVPD

Structure (XYZ):
```
36
Properties=species:S:1:pos:R:3:forces:R:3
C 1.272037 -0.171601 3.691249 -0.613 -0.204 0.774
C -0.178395 -0.824487 3.981644 1.216 0.219 -0.008
O -0.627064 -1.776306 3.008220 0.412 1.574 0.745
C -0.316088 -1.367650 1.648756 0.413 -1.133 -1.846
C -1.323815 -2.117311 0.626432 -0.509 0.430 0.532
C -1.977339 -1.106907 -0.451510 -1.101 -1.779 1.632
N -3.058944 -0.332752 0.272276 0.603 -0.442 -1.384
O -1.000723 -0.179787 -0.979712 -1.125 -0.574 -1.978
C -0.955743 -0.190118 -2.400063 0.342 -1.502 -3.256
O -0.902459 -1.226081 -3.105911 -0.388 3.372 3.291
C -0.919855 1.250690 -3.132832 0.101 0.066 1.616
C 0.606166 1.757678 -3.341186 -0.697 -0.175 -0.515
C 1.686205 0.948324 -2.481812 0.721 1.605 -0.021
C 3.038404 1.844211 -2.465476 3.325 -2.021 -0.428
O 4.152887 1.289325 -2.605574 -4.224 2.174 0.482
O 3.002791 3.282171 -2.341809 -0.573 -2.254 0.766
H 1.819051 -0.035972 4.715829 -0.354 0.214 -1.197
H 1.097701 0.879365 3.293579 0.706 -1.458 0.397
H 1.966721 -0.812039 3.055115 -1.105 0.978 0.750
H -0.088198 -1.409908 4.993765 -0.848 0.172 -1.199
H -0.903730 0.033354 4.185623 0.666 -1.272 -0.363
H 0.728267 -1.800184 1.410021 -1.431 1.136 0.315
H -0.369115 -0.242725 1.478390 0.040 -1.431 0.418
H -0.851170 -3.022757 0.116190 -0.461 1.440 0.685
H -2.181354 -2.513819 1.288848 1.254 0.527 -1.131
H -2.519817 -1.727059 -1.247299 1.534 0.858 0.642
H -3.643349 0.037191 -0.502579 0.268 -0.028 0.955
H -3.644867 -1.032728 0.752567 0.353 0.507 -0.344
H -1.488110 1.236413 -4.119045 0.832 -0.416 1.407
H -1.461051 1.981101 -2.428888 0.831 -1.037 -1.039
H 0.871321 1.644585 -4.452883 -0.314 0.078 1.684
H 0.596371 2.888013 -3.135476 0.350 -1.839 -0.088
H 1.955346 -0.079680 -2.926279 -0.408 1.792 0.675
H 1.392486 0.807140 -1.379891 0.203 0.274 -1.584
H 2.833614 3.479309 -1.392424 0.036 -0.062 -0.866
Ti 1.391816 -1.389001 6.372147 -0.055 0.209 -0.520
```
Positions in Å, forces in eV/Å.

Output
Spin multiplicity: 2
HOMO level (spin up / spin down) (eV): -11.7 / -11.7
Charge: +1
Energy (eV): -45506.1948
Frontier orbital gap (spin up / spin down) (eV): 6.4 / 6.1
Maximum force (Eh/bohr): 0.093

2.
Molecular formula: C10H19NSi
Method: DFT, ωB97M-V/def2-TZVPD

Structure (XYZ):
```
31
Properties=species:S:1:pos:R:3:forces:R:3
C -2.914268 -1.098310 -0.873398 2.645 0.876 0.646
C 0.373821 1.858635 -2.479355 -0.138 0.002 -0.184
C 0.711449 0.385081 -2.698006 -0.016 0.250 -0.194
C -0.856985 2.085406 -1.603657 0.138 0.076 -0.238
C 1.206573 -0.319777 -1.434056 -0.805 -0.364 0.201
C -0.600354 1.761914 -0.130472 -0.267 -0.744 0.068
C 1.639211 -1.536338 1.725708 0.038 0.157 -0.377
C 0.051572 0.055865 2.811523 -0.071 0.304 -0.291
C -0.791575 -2.067730 1.826042 -0.161 0.085 -0.237
C 0.231312 -0.940768 1.666264 -0.243 -0.077 -0.163
N -3.963930 -1.465401 -1.172001 -0.819 -0.270 -0.215
Si -0.022665 -0.042594 -0.013723 -0.514 0.318 -0.024
H 1.235451 2.368338 -2.035379 0.054 0.072 -0.050
H 0.193349 2.316739 -3.454706 0.070 0.020 0.036
H -0.175318 -0.131357 -3.071378 -0.002 -0.006 -0.077
H 1.484371 0.313674 -3.468650 -0.068 -0.092 0.024
H -1.171786 3.128156 -1.696335 -0.048 -0.068 0.062
H -1.675276 1.459601 -1.964806 -0.103 0.051 -0.041
H 1.355867 -1.378116 -1.648818 0.039 -0.099 0.167
H 2.185599 0.086702 -1.160313 -0.055 0.045 0.368
H 0.160489 2.440186 0.265044 0.227 -0.152 0.124
H -1.510211 1.940467 0.443079 0.026 -0.165 0.154
H 1.762028 -2.105850 2.646825 -0.056 -0.009 0.092
H 1.815142 -2.211937 0.889881 0.101 -0.087 -0.028
H 2.400509 -0.757818 1.709829 0.163 0.028 -0.016
H -0.948506 0.483715 2.798177 -0.107 0.080 0.079
H 0.772874 0.871165 2.749903 0.043 0.093 0.075
H 0.189876 -0.445938 3.769351 0.032 -0.095 0.027
H -0.665472 -2.818861 1.050383 -0.096 -0.137 -0.077
H -0.666585 -2.549915 2.794809 0.118 -0.013 0.130
H -1.806564 -1.684934 1.758235 -0.126 -0.076 -0.040
```
Positions in Å, forces in eV/Å.

Output
HOMO level (eV): -9.3
Energy (eV): -20043.9035
Frontier orbital gap (eV): 8.4
Maximum force (Eh/bohr): 0.056

3.
Molecular formula: C10H19O3
Method: DFT, ωB97M-V/def2-TZVPD

Structure (XYZ):
```
32
Properties=species:S:1:pos:R:3:forces:R:3
C -0.441162 1.279327 3.501042 -0.077 -0.195 -0.081
C -1.031500 0.126070 2.698274 -0.111 0.090 0.037
C -2.152273 0.564035 1.757247 0.154 0.062 0.034
C -1.703871 1.415638 0.567202 -0.202 -0.238 -0.076
C -0.982612 0.659431 -0.553931 0.343 0.207 0.222
C 0.521485 0.383682 -0.329084 -0.122 0.492 -0.237
O 0.701342 -0.819505 0.357707 0.314 -0.449 -0.093
C 1.300777 0.443705 -1.654992 -0.026 -0.079 0.085
C 0.828889 -0.501375 -2.764174 0.030 0.053 0.139
C 0.933032 -1.988152 -2.420439 0.393 -0.237 -0.005
C 2.383826 -2.369709 -1.961516 -0.920 -0.102 -0.619
O 3.110739 -2.919357 -2.790650 0.354 -0.182 -0.416
O 2.675092 -2.067934 -0.777724 0.082 0.262 0.857
H -1.216964 1.799661 4.065054 -0.035 0.093 0.075
H 0.302322 0.906419 4.202557 0.100 0.046 0.089
H 0.047619 1.997598 2.848033 0.086 0.141 -0.029
H -0.250783 -0.357637 2.111955 -0.021 -0.099 0.119
H -1.437196 -0.613247 3.395430 0.030 -0.056 -0.003
H -2.894967 1.133598 2.329666 -0.052 -0.064 0.019
H -2.650079 -0.328798 1.371216 -0.103 -0.007 -0.026
H -2.603212 1.869282 0.134161 0.058 0.076 0.048
H -1.069664 2.233571 0.915204 0.000 0.135 -0.018
H -1.478254 -0.297174 -0.724492 -0.027 -0.075 -0.128
H -1.078702 1.258667 -1.463498 -0.027 -0.030 -0.060
H 0.923526 1.210441 0.297004 -0.134 -0.051 -0.135
H 1.497483 -1.319180 -0.039224 -0.121 0.054 0.155
H 2.344334 0.214737 -1.429960 0.032 0.114 -0.031
H 1.255707 1.473880 -2.029012 -0.003 -0.002 0.068
H -0.205931 -0.260782 -3.038350 0.060 0.005 -0.044
H 1.452186 -0.309345 -3.644621 -0.091 -0.005 -0.019
H 0.685847 -2.577517 -3.308276 0.053 0.017 0.088
H 0.232963 -2.240028 -1.621808 -0.016 0.024 -0.015
```
Positions in Å, forces in eV/Å.

Output
SMILES: CCCCC[C@@H](O)CCCC(=O)[O-]
HOMO level (eV): -4.6
Charge: -1
Energy (eV): -16823.0488
Frontier orbital gap (eV): 8.0
Maximum force (Eh/bohr): 0.022

4.
Molecular formula: C10H19P
Method: DFT, ωB97M-V/def2-TZVPD

Structure (XYZ):
```
30
Properties=species:S:1:pos:R:3:forces:R:3
C -0.473360 -0.819391 1.517624 -0.482 -0.664 -0.036
C 0.106175 -0.516492 0.412979 3.790 2.447 -1.055
C -4.955224 0.604136 -0.118557 -0.356 -2.130 -2.522
C 1.985209 1.753865 0.773045 0.285 1.877 1.395
C 3.210687 -0.827185 0.821064 -0.302 -3.189 -0.699
C 2.497953 -1.419208 -1.460117 -0.173 -1.766 -0.020
C -3.863844 -0.528160 -0.022492 -0.504 0.053 -2.653
C -2.430080 -0.112815 -0.393969 -0.478 1.790 0.478
C 1.717151 0.689017 -0.205328 -2.902 -1.852 -1.576
C 2.866041 -0.271042 -0.499168 -2.841 -0.881 0.600
P -1.279250 -1.582579 -0.054054 0.065 1.897 0.945
H -0.543749 -0.683845 2.596554 -0.007 -0.131 -0.503
H -5.466797 0.648425 -1.128028 1.346 0.239 0.414
H -5.857608 0.320991 0.379783 -0.231 0.039 1.423
H -4.563693 1.556530 0.125245 0.163 0.951 0.493
H 2.877746 2.470489 0.399479 -1.691 -1.862 1.152
H 1.137519 2.444344 1.022514 0.434 -0.544 -0.966
H 2.087282 1.266784 1.762007 1.012 0.539 -0.331
H 3.984019 -0.334748 1.229734 2.547 1.979 1.959
H 2.338883 -0.821117 1.421632 -0.586 -0.128 0.966
H 3.555824 -1.873315 0.766104 -0.169 0.235 -0.103
H 2.316130 -1.057898 -2.490492 0.202 -0.335 0.402
H 3.346058 -2.238212 -1.437457 -1.533 1.747 -0.332
H 1.521771 -2.015083 -1.137484 2.031 1.516 -0.397
H -3.929965 -0.930452 0.967182 0.264 -0.521 0.546
H -3.990849 -1.350379 -0.818493 -0.837 0.817 1.498
H -2.383063 0.162866 -1.504845 -0.061 -0.242 1.433
H -2.180828 0.852166 0.254948 0.069 -2.021 -1.462
H 1.431475 1.124436 -1.166384 -0.766 -0.193 0.094
H 3.556490 0.455893 -0.812868 1.711 0.334 -1.141
```
Positions in Å, forces in eV/Å.

Output
HOMO level (eV): -8.4
Energy (eV): -19961.1564
Frontier orbital gap (eV): 9.3
Maximum force (Eh/bohr): 0.090

5.
Molecular formula: C10H20
Method: DFT, ωB97M-V/def2-TZVPD

Structure (XYZ):
```
30
Properties=species:S:1:pos:R:3:forces:R:3
C -0.931040 -1.894027 2.199531 -0.335 0.435 1.100
C 0.241510 -1.889417 1.589481 0.341 -0.586 0.570
C 0.387070 -2.615916 0.314172 0.192 -0.225 -1.104
C 1.488669 -1.256397 2.173171 0.577 0.379 -0.191
C 2.651129 -2.233506 2.563091 -0.911 -0.126 0.172
H -1.840479 -2.349216 1.790962 0.502 0.106 0.112
H -0.991840 -1.439257 3.194871 -0.286 -0.014 -0.387
H -0.462910 -3.294206 0.129572 0.370 0.320 0.026
H 1.319289 -3.204886 0.288052 -0.327 0.219 -0.099
H 0.421440 -1.866767 -0.494658 0.173 -0.406 -0.049
H 1.196169 -0.623757 3.033211 0.244 -0.351 -0.358
H 1.927169 -0.594217 1.402012 -0.351 0.053 0.297
H 2.189289 -3.078306 3.101261 0.432 0.152 -0.097
H 3.378359 -1.744877 3.233151 -0.332 -0.135 -0.341
H 3.190919 -2.628096 1.685861 -0.284 0.204 0.328
C -1.242769 0.465222 -2.356697 -1.225 2.047 -0.855
C -1.193400 1.830982 -2.369657 1.401 -1.076 2.373
C -1.621999 2.797092 -3.415696 -0.484 -0.116 -0.648
C -0.529430 2.658302 -1.220387 0.736 -0.133 -0.139
C -0.272370 1.974472 0.112412 -0.833 -0.759 0.189
H -1.868859 0.075803 -3.167617 0.535 -0.405 0.166
H -0.913700 -0.238967 -1.584017 -0.014 0.720 -0.206
H -2.147129 3.626481 -2.912757 0.187 -0.202 -0.413
H -2.274850 2.397442 -4.209856 0.315 -0.013 0.328
H -0.703690 3.192891 -3.881167 -0.401 0.074 0.053
H -1.139440 3.558231 -1.011887 0.237 -0.374 -0.355
H 0.477050 2.998562 -1.531317 -0.558 0.247 -0.454
H -1.214109 1.447772 0.341152 0.462 -0.054 0.447
H -0.065580 2.693462 0.922902 -0.033 -0.241 -0.417
H 0.545529 1.235102 0.080852 -0.331 0.259 -0.047
```
Positions in Å, forces in eV/Å.

Output
SMILES: C=C(C)CC.C=C(C)CC
HOMO level (eV): -9.2
Energy (eV): -10692.8408
Frontier orbital gap (eV): 10.1
Maximum force (Eh/bohr): 0.058

6.
Molecular formula: C10H20BCl10F4
Method: DFT, ωB97M-V/def2-TZVPD

Structure (XYZ):
```
45
Properties=species:S:1:pos:R:3:forces:R:3
B -0.265238 1.488450 0.666550 0.303 -0.437 -0.893
F 0.128762 0.114660 0.617920 0.130 0.232 0.561
F 0.331972 2.152080 -0.393840 1.027 0.468 -0.740
F -1.611418 1.560420 0.431910 -1.933 -0.225 0.168
F 0.040382 2.136180 1.849070 0.410 -0.144 0.946
Cl -2.448058 1.325230 -6.827250 -0.331 -0.121 -1.138
C -2.009078 0.886130 -5.198020 1.076 -0.098 0.493
C -3.178738 0.596550 -4.330360 -0.705 0.714 0.701
Cl -4.139038 2.129420 -4.093150 0.080 -0.669 0.002
H -1.389368 1.726570 -4.885440 -0.257 -0.185 0.587
H -1.374278 0.000190 -5.182000 0.039 -0.041 -0.372
H -2.861128 0.270470 -3.339960 0.101 0.186 -0.021
H -3.838248 -0.172370 -4.732750 0.008 0.243 -0.181
Cl 1.683062 -8.513240 0.762060 0.073 -0.064 -0.111
C 1.020692 -7.352770 -0.419060 -0.359 1.287 0.634
C 1.520452 -5.890430 -0.089530 -0.041 -1.439 -1.030
Cl 3.267942 -5.760110 -0.589740 -0.772 0.137 0.461
H -0.062128 -7.377980 -0.296660 -0.007 0.099 0.185
H 1.201862 -7.733010 -1.424390 0.504 0.399 0.125
H 1.370382 -5.656540 0.964450 0.443 -0.228 -0.052
H 0.955512 -5.147650 -0.652740 0.143 -0.162 -0.200
Cl 6.759422 8.900830 -4.735570 0.319 0.140 0.050
C 5.710222 7.542940 -4.334260 -0.742 -1.007 0.628
C 5.550822 7.355900 -2.811290 0.185 -0.130 0.143
Cl 4.194582 6.233580 -2.395170 0.324 0.493 -0.376
H 6.122092 6.605190 -4.707230 0.234 0.248 -0.229
H 4.767102 7.688050 -4.861110 -0.031 0.154 0.353
H 5.437562 8.280610 -2.245450 -0.360 0.021 -0.330
H 6.429422 6.865440 -2.392230 0.069 0.081 -0.238
Cl -0.008468 1.671060 8.589850 -0.058 -0.044 1.071
C -0.014168 1.310350 6.879590 -0.875 1.864 -1.088
C 0.136582 -0.131260 6.541780 0.791 0.378 -0.407
Cl -1.228978 -1.005310 7.263490 0.227 -0.469 0.036
H 0.670482 2.062280 6.487210 0.727 -0.887 -0.429
H -0.940898 1.690640 6.449900 -0.372 -0.252 0.336
H 1.128672 -0.441490 6.869830 -0.350 -0.679 0.348
H 0.093122 -0.277240 5.462470 -0.100 0.103 0.056
Cl -3.345798 -4.811520 2.400390 0.103 0.136 0.114
C -3.746278 -3.100470 2.062500 -0.929 -0.143 -0.494
C -4.626508 -2.999630 0.780840 0.910 0.837 0.716
Cl -3.796058 -3.642660 -0.699240 -0.627 0.264 0.763
H -2.841388 -2.493500 2.091810 0.034 -0.262 -0.628
H -4.343788 -2.738660 2.899260 -0.160 -0.156 -0.021
H -4.826698 -1.938290 0.633920 0.363 0.083 -0.324
H -5.625358 -3.409080 0.931650 0.385 -0.723 -0.176
```
Positions in Å, forces in eV/Å.

Output
HOMO level (eV): -7.8
Charge: -1
Energy (eV): -147474.1447
Frontier orbital gap (eV): 9.9
Maximum force (Eh/bohr): 0.045

7.
Molecular formula: C10H20BClO3
Method: DFT, ωB97M-V/def2-TZVPD

Structure (XYZ):
```
35
Properties=species:S:1:pos:R:3:forces:R:3
B 0.432597 -1.494284 -0.594560 1.180 -4.939 -2.688
C -0.435843 -0.312257 -3.781317 0.980 0.058 2.308
C 0.849817 0.409060 -3.733488 1.098 2.127 -0.832
C 0.760361 -0.971425 -4.272094 1.084 -1.364 3.980
C -1.042822 0.731314 3.269215 5.793 0.760 2.220
C -1.989167 -0.560747 1.436044 0.121 3.801 0.902
C 0.371702 1.802400 0.854059 -2.228 -0.642 -1.958
C 1.817649 0.082988 1.860846 0.664 4.862 -0.865
C 1.412569 -1.923711 -3.303300 -0.523 0.439 2.225
C -0.678740 -0.186984 2.221650 -0.478 -1.408 -2.551
C 0.469398 0.324945 1.207229 -0.011 0.545 1.481
O 0.304418 -2.833004 -0.405168 0.514 1.569 -0.694
O -0.220235 -1.414257 2.875085 -0.822 -0.264 -3.379
O 0.392159 -0.354348 -0.088620 -0.157 2.288 1.453
Cl 0.772899 -3.592772 -3.116718 -0.234 -0.422 -0.744
H -0.872560 -0.463694 -2.830227 -0.491 -0.964 0.637
H -1.026501 0.090418 -4.472057 -2.714 1.354 -2.682
H 0.937976 1.323215 -4.368444 0.113 -1.115 0.225
H 1.454693 0.460598 -2.852176 -0.208 0.141 0.621
H 0.911086 -1.102092 -5.249633 0.231 -0.623 -3.833
H -0.036373 0.925062 3.916608 -2.403 -0.244 -1.167
H -1.413351 1.635759 2.988898 -1.093 2.503 -1.009
H -1.691873 0.215973 3.843737 -2.180 -1.355 2.269
H -2.341538 0.294126 0.789676 0.787 -1.063 0.027
H -1.795283 -1.442483 0.972276 0.129 -2.442 -2.157
H -2.860760 -0.697479 2.050397 -0.013 -0.286 0.914
H 0.669938 2.374396 1.704132 0.055 0.724 0.259
H 0.815930 2.118719 -0.138060 0.273 -0.668 1.447
H -0.713263 1.897674 0.602416 0.534 0.722 0.545
H 2.523281 0.555409 1.141793 0.063 -1.038 0.163
H 2.042865 0.791159 2.749823 -1.038 -1.547 -0.988
H 1.947419 -0.898728 2.053123 0.978 -3.005 0.815
H 2.483264 -2.089772 -3.292021 0.040 0.453 -0.402
H 0.636985 -3.361990 -1.250355 -0.785 0.892 0.970
H -0.348555 -1.989440 2.040489 0.743 0.152 2.488
```
Positions in Å, forces in eV/Å.

Output
HOMO level (spin up / spin down) (eV): -6.9 / -6.9
Energy (eV): -30031.7079
Frontier orbital gap (spin up / spin down) (eV): 7.3 / 7.3
Maximum force (Eh/bohr): 0.122